{
  "formula": "C4H10N2O2",
  "method": "ωB97M-V/def2-TZVPD",
  "symbols": ["O", "C", "O", "C", "H", "H", "H", "C", "C", "N", "N", "H", "H", "H", "H", "H", "H", "H"],
  "coordinates": [[0.843295, 1.646777, 0.440513], [1.775049, 1.399108, -0.364029], [1.844852, 0.367675, -1.082850], [2.901623, 2.410468, -0.522321], [3.840699, 1.860583, -0.553420], [2.775063, 2.971607, -1.445073], [2.931818, 3.090164, 0.325691], [-2.352811, -1.527290, 0.345978], [-1.035556, -1.344437, 0.319469], [-0.437153, -0.205919, -0.337443], [-3.020204, -2.616995, 0.906855], [-3.028557, -0.776965, -0.052468], [-0.335253, -2.054660, 0.734245], [0.546726, -0.359366, -0.791855], [-1.036897, 0.187325, -1.054464], [-0.087156, 0.586045, 0.304040], [-2.381670, -3.283943, 1.289476], [-3.743874, -2.350170, 1.537660]],
  "forces_ev_per_angstrom": [[0.199, 0.945, 0.787], [0.734, 0.344, -0.439], [0.317, -0.251, -0.226], [-0.031, -0.284, 0.520], [0.034, 0.054, -0.213], [0.002, -0.026, -0.069], [-0.130, 0.105, -0.051], [-0.027, 0.263, 0.446], [-0.371, -0.059, -0.480], [-0.738, -1.720, -0.311], [0.509, 0.123, -0.809], [0.127, 0.067, -0.134], [0.039, 0.017, 0.093], [-0.328, 0.264, 0.058], [-0.070, 0.049, 0.034], [0.104, 0.520, 0.001], [0.067, -0.396, 0.413], [-0.437, -0.015, 0.378]],
  "mulliken_charge": [-0.767, 0.831, -0.780, -0.978, 0.290, 0.241, 0.291, -0.133, -0.287, -0.363, -0.494, 0.286, 0.258, 0.424, 0.306, 0.426, 0.216, 0.233],
  "lumo_energy_ev": 0.7,
  "gap_ev": 9.48,
  "de_lowest_kj_mol": 195.0,
  "e_tot_ha": -418.3867
}

{
  "formula": "C4H10N2O2",
  "method": "ωB97M-V/def2-TZVPD",
  "symbols": ["O", "C", "N", "C", "C", "O", "C", "N", "H", "H", "H", "H", "H", "H", "H", "H", "H", "H"],
  "coordinates": [[-2.423146, 0.370594, 0.100224], [-1.995659, -0.436634, 1.049326], [-0.511645, -0.395676, 1.092359], [0.055287, -0.412111, -0.229759], [1.514180, -0.951920, -0.186834], [2.301790, -0.131685, 0.537916], [-0.013888, 1.026007, -0.747336], [1.251163, 1.542904, -1.092721], [-2.554386, -0.314803, 2.000211], [-0.121582, -0.998301, 1.809807], [-0.522719, -1.146043, -0.820970], [1.792485, -1.063573, -1.254411], [1.492241, -1.934354, 0.308994], [1.965926, 1.162027, -0.395140], [-2.250012, -1.488585, 0.733786], [-0.677898, 1.025597, -1.630768], [-0.586213, 1.613495, 0.016939], [1.284072, 2.533061, -1.291618]],
  "forces_ev_per_angstrom": [[-0.609, -0.712, 0.122], [0.850, 1.801, -1.212], [-1.752, -0.717, 1.223], [0.295, -1.238, -0.116], [0.044, 0.105, 0.145], [-0.091, 0.483, 0.084], [-0.295, 0.270, -0.625], [0.325, -0.461, 0.735], [0.804, -0.051, 0.283], [0.597, 0.251, -0.113], [-0.059, 0.574, -0.273], [0.128, -0.055, 0.252], [-0.257, -0.292, -0.303], [0.075, 0.074, -0.559], [0.219, -0.271, -0.104], [-0.157, 0.005, 0.357], [-0.011, 0.212, -0.206], [-0.103, 0.022, 0.309]],
  "mulliken_charge": [-0.524, -0.374, -0.323, 0.364, -0.750, -0.664, -0.543, -0.453, 0.345, 0.295, 0.340, 0.356, 0.453, 0.284, 0.349, 0.304, 0.296, 0.245],
  "lumo_energy_ev": -4.0,
  "gap_ev": 4.15,
  "de_lowest_kj_mol": 886.4,
  "e_tot_ha": -418.1233
}

{
  "formula": "C4H10N2O2",
  "method": "ωB97M-V/def2-TZVPD",
  "symbols": ["C", "C", "O", "N", "H", "H", "H", "H", "H", "C", "C", "O", "N", "H", "H", "H", "H", "H"],
  "coordinates": [[-2.563460, -0.157562, 0.186450], [-2.176646, 0.754380, 1.322064], [-2.957850, 0.989055, 2.224341], [-0.933770, 1.299665, 1.296889], [-0.648084, 1.889489, 2.061502], [-0.210095, 1.099000, 0.616871], [-1.710636, -0.598933, -0.330698], [-3.105608, 0.413230, -0.566443], [-3.184141, -0.978172, 0.532221], [2.554766, -1.382621, -0.492866], [2.202914, -0.026822, -1.052095], [3.029390, 0.689945, -1.574594], [0.888606, 0.353489, -0.942002], [0.639006, 1.209785, -1.407481], [0.261881, -0.399314, -0.719100], [3.628655, -1.504801, -0.575100], [2.068633, -2.138903, -1.114437], [2.216433, -1.510903, 0.534477]],
  "forces_ev_per_angstrom": [[0.366, -0.140, -0.534], [-0.205, -0.093, 0.518], [0.004, 0.042, -0.076], [0.599, 0.188, -0.177], [-0.299, -0.021, 0.079], [-0.426, -0.121, 0.181], [0.070, 0.037, 0.065], [-0.164, 0.038, 0.071], [-0.136, 0.167, 0.178], [-0.221, -0.043, -0.277], [0.535, 0.375, -0.177], [-0.089, 0.046, 0.080], [0.766, -0.547, 0.318], [-0.383, -0.193, -0.203], [-0.500, 0.366, -0.279], [0.026, -0.038, 0.117], [0.028, -0.094, 0.095], [0.027, 0.029, 0.019]],
  "mulliken_charge": [-0.731, 0.623, -0.612, -0.265, 0.208, 0.297, 0.171, 0.218, 0.290, -1.042, 0.602, -0.598, -0.439, 0.216, 0.136, 0.287, 0.317, 0.323],
  "lumo_energy_ev": 0.4,
  "gap_ev": 10.34,
  "de_lowest_kj_mol": 52.2,
  "e_tot_ha": -418.4411
}

{
  "formula": "C4H10N2O2",
  "method": "ωB97M-V/def2-TZVPD",
  "symbols": ["C", "C", "C", "N", "C", "N", "O", "O", "H", "H", "H", "H", "H", "H", "H", "H", "H", "H"],
  "coordinates": [[-1.570366, 0.544676, 0.533495], [-0.694367, 0.064938, -2.415866], [0.628223, -1.462084, 1.242614], [0.657178, -0.020769, 1.035646], [-0.193206, 0.698394, 0.072394], [1.931902, 0.541958, 1.179013], [-0.758726, -0.418452, -1.088369], [0.247133, 1.777077, -0.379041], [2.078636, 0.806880, 2.150275], [1.935624, 1.378698, 0.587656], [-2.212381, 1.419825, 0.525464], [-1.921524, -0.375402, 0.978137], [0.031978, -0.530034, -2.983280], [-0.353938, 1.103842, -2.461066], [-1.674236, -0.026237, -2.891761], [1.369622, -1.957098, 0.610530], [-0.351674, -1.871077, 1.012936], [0.850121, -1.675135, 2.291223]],
  "forces_ev_per_angstrom": [[0.450, -0.475, -1.341], [-0.222, 0.170, -0.245], [0.114, 0.306, -0.170], [-0.958, 0.284, -0.317], [1.290, 0.478, 1.823], [0.726, -0.063, -0.265], [-0.568, 0.325, 0.507], [-0.493, -0.744, -0.048], [-0.191, 0.110, -0.142], [-0.004, -0.199, 0.212], [-0.163, -0.120, -0.351], [0.078, 0.045, 0.000], [-0.096, -0.111, 0.227], [-0.063, -0.005, 0.229], [0.091, -0.004, -0.008], [-0.006, -0.039, 0.019], [-0.044, 0.065, -0.062], [0.059, -0.022, -0.068]],
  "mulliken_charge": [-0.394, -0.672, -0.790, 0.355, 0.849, -0.805, -0.399, -0.800, 0.216, 0.310, 0.301, 0.196, 0.217, 0.322, 0.240, 0.298, 0.292, 0.265],
  "lumo_energy_ev": [-1.4, -1.4],
  "gap_ev": [6.55, 6.55],
  "de_lowest_kj_mol": 647.5,
  "e_tot_ha": -418.2144
}